*w*
Below is a cluster of 2 separate species, C8H18NOS in total, with properties calculated with ωB97M-V with the def2-TZVPD basis set.

Properties
* highest occupied orbital energy: -12.29 eV
* LUMO level: -0.1218 Ha
* charge: +1
* frontier orbital gap: 9.0 eV

```
29
Properties=species:S:1:pos:R:3:lowdin_charge:R:1
C -0.05704 -2.54001 -0.45778 -0.06
C 0.54361 -1.19202 -0.17243 -0.23
C -1.86851 0.93035 1.90098 -0.09
C 0.45973 1.58249 -2.07404 0.01
C 2.92481 0.50615 0.95097 -0.29
C -1.19303 -0.41564 1.49904 -0.18
C 0.06915 -0.29205 0.62945 -0.50
C -0.80280 1.68892 -1.38220 -0.46
N -1.79653 1.00427 -1.84174 0.30
O -0.85027 2.39350 -0.29361 0.06
S 1.19387 1.08215 1.07985 0.96
H 0.50305 -3.21750 0.23643 0.11
H -1.09988 -2.51257 -0.19774 0.05
H 1.56457 -1.16652 -0.59440 0.11
H -2.56191 0.66812 2.62844 0.06
H -1.43717 1.78051 2.25451 0.04
H -2.53903 1.17031 1.04796 0.07
H 1.36976 1.03362 -1.52709 0.14
H 0.78872 2.57265 -2.26159 0.10
H 0.32820 1.14872 -3.00392 0.08
H 3.52706 0.98782 0.24805 0.03
H 2.82475 -0.42695 0.55058 -0.02
H 3.34658 0.47045 1.96027 0.06
H -1.71787 -1.18643 0.94626 0.10
H -0.96682 -0.79997 2.45924 0.11
H -1.77908 0.53837 -2.72035 0.15
H 0.09017 -2.70771 -1.56022 0.10
H -2.63569 1.02287 -1.39053 0.11
H 0.13641 2.39358 0.11696 0.07
```

***

*x*
Below is a cluster of 2 separate species, C8H18NOS in total, with properties calculated with ωB97M-V with the def2-TZVPD basis set.

Properties
* highest occupied orbital energy: -11.52 eV
* LUMO level: -0.1352 Ha
* charge: +1
* frontier orbital gap: 7.8 eV

```
29
Properties=species:S:1:pos:R:3:lowdin_charge:R:1
C 0.99254 0.50006 -2.25476 -0.07
C 0.99085 0.22901 -0.73513 -0.17
C -0.74261 -2.67696 -1.43478 -0.07
C -0.09714 1.83766 1.89659 0.00
C 2.03966 -0.74399 1.95559 -0.34
C -1.16201 -1.28410 -0.83173 -0.25
C 0.06312 -0.64990 -0.16613 -0.60
C -1.14933 1.49673 0.93357 -0.41
N -1.23051 2.09080 -0.25785 0.25
O -2.11676 0.63595 1.13159 0.13
S 0.35142 -1.22777 1.46852 0.90
H 0.75749 1.48558 -2.53327 0.04
H 2.03952 0.41879 -2.57745 0.08
H 1.82893 0.62460 -0.19921 0.07
H -1.44292 -3.45218 -1.06282 0.09
H -0.78655 -2.68251 -2.51055 0.07
H 0.22321 -3.02715 -1.14853 0.06
H -0.02096 0.91665 2.59484 0.10
H -0.49104 2.75934 2.31146 0.12
H 0.80207 2.12839 1.32219 0.11
H 1.97694 -0.98823 3.05897 0.07
H 1.96228 0.33931 1.67564 0.00
H 2.91163 -1.20013 1.47942 0.06
H -2.03305 -1.38032 -0.13022 0.10
H -1.51761 -0.52397 -1.58735 0.11
H -0.47393 2.59790 -0.72125 0.15
H 0.54522 -0.40252 -2.75882 0.10
H -1.90727 1.89228 -0.93546 0.13
H -2.31319 0.28670 2.01695 0.17
```

***

Ranking the structures above from most stable to least stable yields *x*, *w*.